C22H64F3O14S | ωB97M-V/def2-TZVPD

Values from the calculation:
energy above the lowest of the compared OMol25 structures with the same formula, charge and spin = 102.2 kcal per mole
highest occupied orbital energy = -6.20 eV
orbital gap = 8.159 eV
molar mass = 641.8 g/mol
charge = -1
LUMO level = 1.96 eV

Each atom is followed by the atoms it is bonded to, with distances in Å.
Geometry (Å):
1 C -11.18951 6.25093 -3.98411  F2 1.331, F3 1.329, F4 1.344, S5 1.994
2 F -11.83619 5.33025 -4.69586  C1 1.331
3 F -10.88414 5.68542 -2.82046  C1 1.329
4 F -10.12696 6.61852 -4.71975  C1 1.344
5 S -12.25561 7.91837 -3.74362  C1 1.994, O6 1.489, O7 1.456, O8 1.475
6 O -13.66394 7.72630 -4.18746  S5 1.489
7 O -12.20630 8.10345 -2.30013  S5 1.456
8 O -11.52431 8.89306 -4.57410  S5 1.475
9 O -18.23889 7.72822 -2.68526  H10 0.957, H11 0.957
10 H -17.28949 7.73621 -2.80690  O9 0.957
11 H -18.53529 8.55960 -3.05567  O9 0.957
12 O -16.57824 8.02862 -7.95911  H13 0.957, H14 0.957
13 H -17.39183 7.52636 -7.91404  O12 0.957
14 H -16.22337 7.99084 -7.07093  O12 0.957
15 O -12.82284 13.64875 -4.98998  H16 0.957, H17 0.957
16 H -13.65841 13.45388 -5.41435  O15 0.957
17 H -12.42137 12.79186 -4.84569  O15 0.957
18 O -9.72855 10.86065 -8.45077  H19 0.957, H20 0.957
19 H -10.42954 10.80709 -9.10036  O18 0.957
20 H -10.12782 10.54467 -7.64022  O18 0.957
21 C -18.31881 12.37273 -6.09034  C22 1.530, H25 1.090, H26 1.090, H27 1.090
22 C -19.68648 12.35654 -6.77708  C21 1.530, C23 1.506, O24 1.403, H28 1.090
23 C -20.61841 11.36495 -6.13250  C22 1.506, H29 1.090, H30 1.090, H31 1.090
24 O -20.28177 13.61122 -6.97499  C22 1.403, H32 0.960
25 H -17.64673 12.87330 -6.78737  C21 1.090
26 H -17.90820 11.37049 -5.96768  C21 1.090
27 H -18.34980 12.86608 -5.11887  C21 1.090
28 H -19.53600 12.05873 -7.81475  C22 1.090
29 H -20.17036 10.37477 -6.04947  C23 1.090
30 H -21.51890 11.24970 -6.73577  C23 1.090
31 H -20.94577 11.80639 -5.19118  C23 1.090
32 H -20.61289 13.83054 -6.10100  O24 0.960
33 C -9.33994 2.83011 2.38376  C34 1.577, H37 1.090, H38 1.090, H39 1.090
34 C -8.05160 3.73900 2.33720  C33 1.577, C35 1.488, O36 1.437, H40 1.090
35 C -8.37737 5.15277 2.66569  C34 1.488, H41 1.090, H42 1.090, H43 1.090
36 O -7.04653 3.30805 3.26995  C34 1.437, H44 0.960
37 H -10.08135 3.33422 1.76386  C33 1.090
38 H -9.61596 2.65574 3.42372  C33 1.090
39 H -8.98297 1.87969 1.98703  C33 1.090
40 H -7.64845 3.61463 1.33215  C34 1.090
41 H -8.79022 5.16230 3.67445  C35 1.090
42 H -9.19017 5.53911 2.05070  C35 1.090
43 H -7.59198 5.88848 2.49252  C35 1.090
44 H -6.16396 3.59396 3.02311  O36 0.960
45 C -10.18518 11.84132 2.31282  C46 1.505, H49 1.090, H50 1.090, H51 1.090
46 C -11.52141 11.86643 3.00392  C45 1.505, C47 1.546, O48 1.388, H52 1.090
47 C -11.76232 13.08136 3.92924  C46 1.546, H53 1.090, H54 1.090, H55 1.090
48 O -12.55189 11.70973 2.08702  C46 1.388, H56 0.960
49 H -9.37560 11.82458 3.04249  C45 1.090
50 H -10.07368 12.69219 1.64075  C45 1.090
51 H -10.04817 11.02576 1.60277  C45 1.090
52 H -11.54124 11.03739 3.71132  C46 1.090
53 H -11.00403 13.35961 4.66114  C47 1.090
54 H -12.73470 12.92518 4.39634  C47 1.090
55 H -11.98212 13.95712 3.31865  C47 1.090
56 H -12.30324 10.99050 1.50180  O48 0.960
57 C -4.55541 9.18745 -3.62110  C58 1.501, H61 1.090, H62 1.090, H63 1.090
58 C -3.94719 10.37970 -2.94129  C57 1.501, C59 1.474, O60 1.452, H64 1.090
59 C -3.86747 10.31809 -1.47108  C58 1.474, H65 1.090, H66 1.090, H67 1.090
60 O -2.58335 10.42893 -3.43798  C58 1.452, H68 0.960
61 H -5.62946 9.29985 -3.47311  C57 1.090
62 H -4.20672 8.22137 -3.25614  C57 1.090
63 H -4.42771 9.27250 -4.70024  C57 1.090
64 H -4.40690 11.32824 -3.21887  C58 1.090
65 H -3.26544 11.18837 -1.20977  C59 1.090
66 H -3.32780 9.42670 -1.15127  C59 1.090
67 H -4.77880 10.30365 -0.87328  C59 1.090
68 H -2.67291 10.91039 -4.26368  O60 0.960
69 C -5.37041 7.43788 -10.71888  C70 1.497, H73 1.090, H74 1.090, H75 1.090
70 C -4.44777 6.72899 -9.77738  C69 1.497, C71 1.523, O72 1.378, H76 1.090
71 C -5.21584 5.55886 -9.17809  C70 1.523, H77 1.090, H78 1.090, H79 1.090
72 O -3.40852 6.25430 -10.54859  C70 1.378, H80 0.960
73 H -5.54554 6.96126 -11.68339  C69 1.090
74 H -4.92981 8.37785 -11.05119  C69 1.090
75 H -6.32979 7.69526 -10.27008  C69 1.090
76 H -4.09133 7.46528 -9.05701  C70 1.090
77 H -4.55819 4.93455 -8.57325  C71 1.090
78 H -5.53150 4.91449 -9.99860  C71 1.090
79 H -6.14526 5.83236 -8.67864  C71 1.090
80 H -2.97514 5.50999 -10.12457  O72 0.960
81 C -6.86707 0.18817 -4.89693  C82 1.514, H85 1.090, H86 1.090, H87 1.090
82 C -7.37330 -0.01569 -3.48487  C81 1.514, C83 1.528, O84 1.435, H88 1.090
83 C -8.89661 -0.09393 -3.38658  C82 1.528, H89 1.090, H90 1.090, H91 1.090
84 O -6.76908 -1.23617 -3.03121  C82 1.435, H92 0.960
85 H -7.43240 -0.53676 -5.48256  C81 1.090
86 H -5.78443 0.17612 -5.02281  C81 1.090
87 H -7.11123 1.20220 -5.21354  C81 1.090
88 H -6.93695 0.75619 -2.85091  C82 1.090
89 H -9.32119 -0.85267 -4.04394  C83 1.090
90 H -9.34525 0.89532 -3.47726  C83 1.090
91 H -9.15919 -0.43042 -2.38362  C83 1.090
92 H -7.19387 -2.01952 -3.38827  O84 0.960
93 C -14.89139 6.31735 3.01704  C94 1.514, H97 1.090, H98 1.090, H99 1.090
94 C -15.28907 4.99592 3.63911  C93 1.514, C95 1.535, O96 1.366, H100 1.090
95 C -14.46369 4.70121 4.89900  C94 1.535, H101 1.090, H102 1.090, H103 1.090
96 O -16.62460 5.01376 3.92328  C94 1.366, H104 0.960
97 H -15.60090 6.49756 2.20944  C93 1.090
98 H -13.92352 6.24383 2.52116  C93 1.090
99 H -14.84328 7.10825 3.76556  C93 1.090
100 H -15.04753 4.23949 2.89242  C94 1.090
101 H -14.97059 3.99558 5.55722  C95 1.090
102 H -14.42844 5.59681 5.51929  C95 1.090
103 H -13.45593 4.33340 4.70607  C95 1.090
104 H -17.01858 4.72503 3.09683  O96 0.960